# 1
DFT (the ωB97M-V functional and the def2-TZVPD basis) results for a 3-piece molecular cluster, C35H73BF7NO11P3 overall.

2S+1: 1
Total charge: -1

Each atom is followed by the atoms it is bonded to, with distances in Å.
Atoms and positions in Å:
1 C 2.739 -1.960 6.227  C2 1.549, H37 1.091, H38 1.092, H39 1.092
2 C 1.299 -2.460 6.499  C1 1.549, C3 1.545, H40 1.087, H41 1.092
3 C 0.727 -3.180 5.257  C2 1.545, C4 1.540, H42 1.097, H43 1.092
4 C -0.376 -2.400 4.516  C3 1.540, C5 1.540, H44 1.089, H45 1.094
5 C 0.017 -0.983 4.059  C4 1.540, C6 1.552, H46 1.093, H47 1.088
6 C 0.069 -0.813 2.517  C5 1.552, C7 1.541, O12 1.405, C27 1.583
7 C 1.354 -1.544 2.081  C6 1.541, C8 1.557, C9 1.554, H48 1.090
8 C 2.643 -0.756 2.457  C7 1.557, H49 1.085, H50 1.088, H51 1.094
9 C 1.381 -1.924 0.574  C7 1.554, C10 1.537, H52 1.085, H53 1.093
10 C 1.519 -3.440 0.361  C9 1.537, C11 1.547, H54 1.093, H55 1.094
11 C 0.321 -4.253 0.906  C10 1.547, H56 1.092, H57 1.088, H58 1.090
12 O -1.034 -1.465 1.942  C6 1.405, B13 1.447
13 B -2.179 -0.608 1.721  O12 1.447, P14 2.037, C16 1.652, O26 1.468
14 P -3.496 -0.401 3.261  B13 2.037, N15 1.603, H59 1.415, H60 1.427
15 N -4.308 0.978 3.183  P14 1.603, H61 1.010
16 C -3.147 -1.009 0.444  B13 1.652, F17 1.388, F18 1.357, C19 1.542
17 F -3.814 -2.172 0.805  C16 1.388
18 F -4.120 -0.097 0.192  C16 1.357
19 C -2.502 -1.378 -0.907  C16 1.542, F20 1.337, F21 1.368, C22 1.573
20 F -1.610 -2.366 -0.787  C19 1.337
21 F -3.494 -1.896 -1.694  C19 1.368
22 C -1.891 -0.183 -1.727  C19 1.573, F23 1.307, F24 1.340, F25 1.334
23 F -2.028 0.983 -1.153  C22 1.307
24 F -2.498 -0.096 -2.918  C22 1.340
25 F -0.611 -0.437 -2.004  C22 1.334
26 O -1.565 0.725 1.716  B13 1.468, C27 1.435
27 C -0.176 0.687 2.075  C6 1.583, O26 1.435, C28 1.549, C33 1.552
28 C -0.032 1.792 3.151  C27 1.549, O29 1.417, H62 1.096, H63 1.103
29 O -1.112 1.903 4.064  C28 1.417, C30 1.415
30 C -0.836 2.995 4.920  O29 1.415, C31 1.536, H64 1.097, H65 1.099
31 C -1.448 2.869 6.323  C30 1.536, C32 1.528, H66 1.093, H67 1.095
32 C -2.660 1.947 6.435  C31 1.528, H68 1.088, H69 1.092, H70 1.086
33 C 0.489 1.268 0.798  C27 1.552, C34 1.560, H71 1.088, H72 1.087
34 C 1.871 1.978 0.935  C33 1.560, C35 1.556, C36 1.562, H73 1.085
35 C 2.861 1.486 -0.161  C34 1.556, H74 1.092, H75 1.087, H76 1.092
36 C 1.750 3.524 0.744  C34 1.562, H77 1.094, H78 1.089, H79 1.090
37 H 2.747 -0.969 5.773  C1 1.091
38 H 3.244 -2.623 5.521  C1 1.092
39 H 3.347 -1.919 7.133  C1 1.092
40 H 1.311 -3.091 7.385  C2 1.087
41 H 0.699 -1.557 6.631  C2 1.092
42 H 0.247 -4.100 5.611  C3 1.097
43 H 1.497 -3.505 4.554  C3 1.092
44 H -0.733 -3.032 3.704  C4 1.089
45 H -1.207 -2.315 5.222  C4 1.094
46 H 0.976 -0.722 4.515  C5 1.093
47 H -0.694 -0.291 4.505  C5 1.088
48 H 1.464 -2.502 2.590  C7 1.090
49 H 3.234 -0.484 1.589  C8 1.085
50 H 2.385 0.101 3.077  C8 1.088
51 H 3.286 -1.383 3.082  C8 1.094
52 H 0.502 -1.573 0.044  C9 1.085
53 H 2.251 -1.485 0.079  C9 1.093
54 H 2.455 -3.817 0.781  C10 1.093
55 H 1.555 -3.587 -0.722  C10 1.094
56 H 0.681 -5.020 1.594  C11 1.092
57 H -0.404 -3.636 1.434  C11 1.088
58 H -0.198 -4.737 0.078  C11 1.090
59 H -2.814 -0.455 4.500  P14 1.415
60 H -4.447 -1.464 3.295  P14 1.427
61 H -4.113 1.530 4.006  N15 1.010
62 H 0.061 2.772 2.671  C28 1.096
63 H 0.907 1.618 3.702  C28 1.103
64 H 0.243 3.149 5.049  C30 1.097
65 H -1.222 3.911 4.453  C30 1.099
66 H -0.710 2.584 7.077  C31 1.093
67 H -1.775 3.874 6.610  C31 1.095
68 H -3.539 2.396 5.977  C32 1.088
69 H -2.907 1.767 7.484  C32 1.092
70 H -2.428 0.988 5.983  C32 1.086
71 H -0.210 2.029 0.460  C33 1.088
72 H 0.566 0.545 -0.011  C33 1.087
73 H 2.354 1.848 1.898  C34 1.085
74 H 3.863 1.501 0.274  C35 1.092
75 H 2.590 0.516 -0.572  C35 1.087
76 H 2.898 2.182 -1.002  C35 1.092
77 H 1.843 4.006 1.722  C36 1.094
78 H 2.546 3.920 0.115  C36 1.089
79 H 0.778 3.810 0.342  C36 1.090
80 O 5.384 4.453 -1.736  P81 1.474
81 P 6.402 5.215 -2.481  O80 1.474, O82 1.625, O85 1.635, O88 1.588
82 O 5.837 6.736 -2.569  P81 1.625, C83 1.428
83 C 5.264 7.341 -1.410  O82 1.428, C84 1.519, H91 1.091, H92 1.090
84 C 6.312 7.750 -0.389  C83 1.519, H93 1.092, H94 1.090, H95 1.091
85 O 6.094 4.676 -3.994  P81 1.635, C86 1.442
86 C 5.592 3.330 -4.116  O85 1.442, C87 1.513, H96 1.090, H97 1.091
87 C 4.084 3.236 -4.187  C86 1.513, H98 1.089, H99 1.090, H100 1.091
88 O 7.948 5.484 -2.722  P81 1.588, C89 1.440
89 C 8.374 6.377 -3.770  O88 1.440, C90 1.510, H101 1.087, H102 1.090
90 C 8.948 7.645 -3.185  C89 1.510, H103 1.089, H104 1.091, H105 1.091
91 H 4.531 6.672 -0.958  C83 1.091
92 H 4.721 8.220 -1.757  C83 1.090
93 H 7.017 6.938 -0.195  C84 1.092
94 H 5.836 8.032 0.550  C84 1.090
95 H 6.889 8.606 -0.741  C84 1.091
96 H 5.926 2.723 -3.275  C86 1.090
97 H 6.062 2.924 -5.013  C86 1.091
98 H 3.626 3.860 -3.422  C87 1.089
99 H 3.779 2.201 -4.032  C87 1.090
100 H 3.694 3.577 -5.148  C87 1.091
101 H 7.564 6.597 -4.460  C89 1.087
102 H 9.143 5.843 -4.329  C89 1.090
103 H 8.197 8.183 -2.609  C90 1.089
104 H 9.303 8.301 -3.981  C90 1.091
105 H 9.778 7.422 -2.513  C90 1.091
106 O -5.120 -6.084 -6.531  P107 1.474
107 P -5.939 -5.095 -5.807  O106 1.474, O108 1.611, O111 1.642, O114 1.580
108 O -5.939 -5.471 -4.241  P107 1.611, C109 1.432
109 C -4.724 -5.884 -3.606  O108 1.432, C110 1.517, H117 1.092, H118 1.090
110 C -3.786 -4.717 -3.363  C109 1.517, H119 1.093, H120 1.090, H121 1.088
111 O -7.473 -5.522 -6.209  P107 1.642, C112 1.425
112 C -7.732 -6.272 -7.392  O111 1.425, C113 1.517, H122 1.090, H123 1.092
113 C -7.967 -7.735 -7.065  C112 1.517, H124 1.089, H125 1.092, H126 1.092
114 O -6.246 -3.546 -5.756  P107 1.580, C115 1.445
115 C -7.264 -3.022 -4.874  O114 1.445, C116 1.510, H127 1.087, H128 1.090
116 C -6.634 -2.233 -3.750  C115 1.510, H129 1.088, H130 1.090, H131 1.090
117 H -4.233 -6.662 -4.193  C109 1.092
118 H -5.007 -6.336 -2.656  C109 1.090
119 H -3.668 -4.105 -4.261  C110 1.093
120 H -2.804 -5.075 -3.051  C110 1.090
121 H -4.167 -4.069 -2.576  C110 1.088
122 H -6.917 -6.163 -8.107  C112 1.090
123 H -8.624 -5.844 -7.854  C112 1.092
124 H -7.217 -8.106 -6.368  C113 1.089
125 H -7.936 -8.346 -7.969  C113 1.092
126 H -8.942 -7.869 -6.593  C113 1.092
127 H -7.902 -3.812 -4.487  C115 1.087
128 H -7.887 -2.369 -5.485  C115 1.090
129 H -5.993 -2.864 -3.138  C116 1.088
130 H -7.406 -1.808 -3.108  C116 1.090
131 H -6.014 -1.426 -4.140  C116 1.090

# 2
DFT (the ωB97M-V functional and the def2-TZVPD basis) results for a 2-piece molecular cluster, C13H24F3O5P overall.

SMILES: COCP(CCC(=O)O)CC(C)C.CCOC(=O)C(F)(F)F
2S+1: 1
Total charge: 0

Each atom is followed by the atoms it is bonded to, with distances in Å.
Atoms and positions in Å:
1 C 0.363 -2.848 -0.991  O2 1.471, H14 1.175, H15 1.173, H16 1.191
2 O 0.446 -1.913 -2.124  C1 1.471, C3 1.484
3 C -0.743 -2.009 -3.005  O2 1.484, P4 1.948, H17 1.194, H18 1.172
4 P -1.838 -0.408 -2.820  C3 1.948, C5 1.928, C10 1.909
5 C -0.630 1.023 -3.277  P4 1.928, C6 1.644, H19 1.191, H20 1.176
6 C -0.224 1.986 -2.007  C5 1.644, C7 1.644, H21 1.175, H22 1.188
7 C 0.726 1.261 -0.878  C6 1.644, O8 1.361, O9 1.492
8 O 0.277 0.999 0.380  C7 1.361
9 O 2.142 0.865 -1.130  C7 1.492, H23 1.007
10 C -2.412 -0.263 -1.005  P4 1.909, C11 1.639, H24 1.183, H25 1.193
11 C -3.886 -0.905 -0.684  C10 1.639, C12 1.639, C13 1.655, H26 1.193
12 C -4.395 -2.048 -1.742  C11 1.639, H27 1.193, H28 1.170, H29 1.170
13 C -5.014 0.287 -0.472  C11 1.655, H30 1.193, H31 1.178, H32 1.173
14 H -0.638 -2.653 -0.408  C1 1.175
15 H 0.411 -3.949 -1.395  C1 1.173
16 H 1.294 -2.697 -0.263  C1 1.191
17 H -0.315 -1.938 -4.118  C3 1.194
18 H -1.359 -2.996 -2.859  C3 1.172
19 H 0.385 0.547 -3.680  C5 1.191
20 H -1.041 1.692 -4.152  C5 1.176
21 H -1.184 2.472 -1.536  C6 1.175
22 H 0.411 2.886 -2.453  C6 1.188
23 H 2.204 -0.118 -1.337  O9 1.007
24 H -1.632 -0.719 -0.242  C10 1.183
25 H -2.501 0.904 -0.773  C10 1.193
26 H -3.795 -1.448 0.374  C11 1.193
27 H -5.032 -2.830 -1.105  C12 1.193
28 H -3.547 -2.669 -2.256  C12 1.170
29 H -5.150 -1.534 -2.474  C12 1.170
30 H -5.951 -0.234 0.049  C13 1.193
31 H -4.579 1.045 0.318  C13 1.178
32 H -5.279 0.787 -1.499  C13 1.173
33 C 1.780 1.667 2.961  C34 1.517, H42 1.095, H43 1.094, H44 1.095
34 C 2.859 0.677 2.566  C33 1.517, O35 1.436, H45 1.095, H46 1.096
35 O 4.156 1.172 2.933  C34 1.436, C36 1.372
36 C 4.535 0.966 4.235  O35 1.372, O37 1.228, C38 1.528
37 O 3.835 0.399 5.069  C36 1.228
38 C 5.948 1.497 4.474  C36 1.528, F39 1.365, F40 1.364, F41 1.362
39 F 6.150 2.727 3.919  C38 1.365
40 F 6.900 0.679 3.939  C38 1.364
41 F 6.254 1.623 5.795  C38 1.362
42 H 1.989 2.655 2.537  C33 1.095
43 H 0.800 1.332 2.612  C33 1.094
44 H 1.737 1.791 4.048  C33 1.095
45 H 2.863 0.554 1.478  C34 1.095
46 H 2.679 -0.313 3.000  C34 1.096

# 3
DFT (the ωB97M-V functional and the def2-TZVPD basis) results for a 3-piece molecular cluster, C38H58FN4O9PS4 overall.

SMILES: CCCCN1c2cc(CCCCCOC)cc(C(=O)NC(=O)F)c2Sc2c(S)c(O)c(CCCCSc3nnco3)c([PH2]=S)c21.COCCOC.COCCOC
2S+1: 1
Total charge: 0

Each atom is followed by the atoms it is bonded to, with distances in Å.
Atoms and positions in Å:
1 C 0.831 -5.966 1.824  C2 1.646, H46 1.174, H47 1.172, H48 1.194
2 C 1.468 -4.450 1.749  C1 1.646, C3 1.650, H49 1.193, H50 1.194
3 C 0.342 -3.245 1.711  C2 1.650, C4 1.660, H51 1.179, H52 1.193
4 C -0.117 -2.818 0.174  C3 1.660, N5 1.543, H53 1.194, H54 1.172
5 N 0.563 -1.518 -0.302  C4 1.543, C6 1.516, C45 1.516
6 C 2.070 -1.652 -0.195  N5 1.516, C7 1.640, C24 1.672
7 C 2.829 -0.867 1.029  C6 1.640, C8 1.646, H55 1.185
8 C 4.452 -0.949 1.287  C7 1.646, C9 1.645, C16 1.671
9 C 5.151 -0.135 2.534  C8 1.645, C10 1.639, H56 1.193, H57 1.189
10 C 4.149 0.203 3.786  C9 1.639, C11 1.654, H58 1.193, H59 1.170
11 C 3.901 1.818 4.040  C10 1.654, C12 1.645, H60 1.174, H61 1.190
12 C 2.765 2.481 3.052  C11 1.645, C13 1.670, H62 1.190, H63 1.184
13 C 1.228 2.417 3.701  C12 1.670, O14 1.501, H64 1.193, H65 1.172
14 O 0.672 3.802 3.861  C13 1.501, C15 1.484
15 C -0.298 4.088 2.777  O14 1.484, H66 1.192, H67 1.187, H68 1.190
16 C 5.313 -1.881 0.201  C8 1.671, C17 1.647, H69 1.179
17 C 4.635 -2.674 -1.074  C16 1.647, C18 1.656, C24 1.642
18 C 5.467 -3.595 -2.169  C17 1.656, O19 1.360, N20 1.515
19 O 5.007 -4.846 -2.438  C18 1.360
20 N 6.736 -3.175 -2.881  C18 1.515, C21 1.537, H70 1.056
21 C 7.218 -4.255 -3.863  N20 1.537, O22 1.353, F23 1.507
22 O 6.751 -4.306 -5.131  C21 1.353
23 F 8.265 -5.276 -3.498  C21 1.507
24 C 3.006 -2.549 -1.250  C6 1.672, C17 1.642, S25 1.911
25 S 2.014 -3.365 -2.665  C24 1.911, C26 1.910
26 C 0.688 -2.040 -3.031  S25 1.910, C27 1.639, C45 1.663
27 C 0.134 -1.674 -4.530  C26 1.639, S28 1.873, C29 1.662
28 S 0.792 -2.617 -6.008  C27 1.873, H71 1.408
29 C -1.024 -0.489 -4.663  C27 1.662, O30 1.500, C31 1.672
30 O -1.485 -0.221 -6.066  C29 1.500, H72 1.019
31 C -1.626 0.349 -3.347  C29 1.672, C32 1.638, C42 1.640
32 C -2.792 1.462 -3.637  C31 1.638, C33 1.637, H73 1.194, H74 1.193
33 C -4.220 1.197 -2.881  C32 1.637, C34 1.638, H75 1.191, H76 1.187
34 C -4.510 -0.357 -2.450  C33 1.638, C35 1.672, H77 1.193, H78 1.171
35 C -6.126 -0.779 -2.533  C34 1.672, S36 1.911, H79 1.170, H80 1.180
36 S -6.164 -2.605 -1.970  C35 1.911, C37 1.884
37 C -7.230 -2.742 -0.422  S36 1.884, N38 1.529, O41 1.474
38 N -8.283 -3.850 -0.429  C37 1.529, N39 1.398
39 N -8.957 -3.778 0.793  N38 1.398, C40 1.542
40 C -8.357 -2.593 1.576  N39 1.542, O41 1.487, H81 1.191
41 O -7.261 -1.938 0.814  C37 1.474, C40 1.487
42 C -1.050 -0.016 -1.855  C31 1.640, P43 1.933, C45 1.668
43 P -1.663 0.867 -0.249  C42 1.933, S44 1.961, H82 1.470, H83 1.442
44 S -1.786 2.812 -0.469  P43 1.961
45 C 0.105 -1.210 -1.713  N5 1.516, C26 1.663, C42 1.668
46 H 0.005 -6.054 0.994  C1 1.174
47 H 0.403 -6.261 2.874  C1 1.172
48 H 1.694 -6.757 1.594  C1 1.194
49 H 2.269 -4.244 2.609  C2 1.193
50 H 2.082 -4.355 0.729  C2 1.194
51 H 0.753 -2.288 2.265  C3 1.179
52 H -0.672 -3.543 2.264  C3 1.193
53 H -1.290 -2.610 0.109  C4 1.194
54 H 0.118 -3.736 -0.516  C4 1.172
55 H 2.170 -0.205 1.758  C7 1.185
56 H 5.592 0.880 2.090  C9 1.193
57 H 6.034 -0.827 2.929  C9 1.189
58 H 4.698 -0.194 4.768  C10 1.193
59 H 3.108 -0.331 3.752  C10 1.170
60 H 4.922 2.347 3.805  C11 1.174
61 H 3.593 1.961 5.181  C11 1.190
62 H 3.016 3.642 2.978  C12 1.190
63 H 2.800 2.073 1.941  C12 1.184
64 H 0.479 1.877 2.945  C13 1.193
65 H 1.203 1.943 4.772  C13 1.172
66 H -0.845 5.131 2.968  C15 1.192
67 H 0.212 4.205 1.711  C15 1.187
68 H -1.177 3.288 2.715  C15 1.190
69 H 6.477 -1.984 0.359  C16 1.179
70 H 7.547 -3.083 -2.210  N20 1.056
71 H 0.696 -1.844 -7.181  S28 1.408
72 H -1.579 0.786 -6.196  O30 1.019
73 H -3.043 1.607 -4.795  C32 1.194
74 H -2.414 2.535 -3.276  C32 1.193
75 H -4.218 1.866 -1.897  C33 1.191
76 H -5.158 1.567 -3.508  C33 1.187
77 H -4.240 -0.434 -1.291  C34 1.193
78 H -3.950 -1.166 -3.085  C34 1.171
79 H -6.795 -0.179 -1.783  C35 1.170
80 H -6.464 -0.696 -3.660  C35 1.180
81 H -8.747 -2.251 2.648  C40 1.191
82 H -0.601 0.655 0.744  P43 1.470
83 H -2.848 0.258 0.302  P43 1.442
84 C 5.791 2.191 -3.375  O85 1.424, H90 1.093, H91 1.093, H92 1.094
85 O 4.381 2.297 -3.543  C84 1.424, C86 1.431
86 C 3.674 1.257 -2.860  O85 1.431, C87 1.533, H93 1.097, H94 1.095
87 C 3.102 1.751 -1.526  C86 1.533, O88 1.431, H95 1.095, H96 1.097
88 O 4.145 2.086 -0.605  C87 1.431, C89 1.424
89 C 4.391 3.487 -0.552  O88 1.424, H97 1.095, H98 1.093, H99 1.093
90 H 6.240 3.142 -3.669  C84 1.093
91 H 6.072 1.984 -2.340  C84 1.093
92 H 6.182 1.405 -4.028  C84 1.094
93 H 4.318 0.381 -2.714  C86 1.097
94 H 2.844 0.957 -3.507  C86 1.095
95 H 2.523 0.940 -1.071  C87 1.095
96 H 2.427 2.601 -1.677  C87 1.097
97 H 3.615 3.972 0.049  C89 1.095
98 H 4.416 3.940 -1.547  C89 1.093
99 H 5.361 3.649 -0.075  C89 1.093
100 C -6.481 2.969 4.667  O101 1.424, H106 1.093, H107 1.093, H108 1.094
101 O -6.153 3.887 3.629  C100 1.424, C102 1.431
102 C -4.761 3.858 3.299  O101 1.431, C103 1.533, H109 1.097, H110 1.095
103 C -4.502 3.029 2.036  C102 1.533, O104 1.431, H111 1.095, H112 1.097
104 O -4.808 1.647 2.249  C103 1.431, C105 1.424
105 C -6.084 1.289 1.730  O104 1.424, H113 1.095, H114 1.093, H115 1.093
106 H -7.565 2.836 4.673  C100 1.093
107 H -6.016 1.991 4.519  C100 1.093
108 H -6.176 3.381 5.633  C100 1.094
109 H -4.170 3.487 4.145  C102 1.097
110 H -4.458 4.892 3.108  C102 1.095
111 H -3.436 3.086 1.792  C103 1.095
112 H -5.062 3.425 1.181  C103 1.097
113 H -6.017 1.174 0.643  C105 1.095
114 H -6.850 2.030 1.971  C105 1.093
115 H -6.378 0.332 2.169  C105 1.093

no.,E_tot (eV),maximum force (eV/A),HOMO level (eV)
1,-109062.5392,6.02,-3.71
2,-41543.4510,8.98,-8.32
3,-120048.9316,10.41,-8.43